This record from OMol25 describes C42H51N5O10PS2SbW as an isolated structure. The level of theory is ωB97M-V/def2-TZVPD.

Last column: Löwdin charge in e.
Atoms and positions in Å:
1 W 0.01 -0.76 0.72  1.39
2 C 1.42 -0.29 -4.29  -0.04
3 C 0.19 -0.52 -3.45  -0.19
4 C -0.81 0.47 -3.39  -0.18
5 C -0.66 1.71 -4.23  -0.02
6 C -1.95 0.28 -2.61  -0.18
7 C -3.02 1.34 -2.52  -0.02
8 C -2.13 -0.93 -1.91  -0.17
9 C -3.47 -1.17 -1.26  -0.01
10 C -1.12 -1.91 -1.93  -0.14
11 C -1.35 -3.30 -1.36  -0.20
12 C 0.01 -1.73 -2.78  -0.17
13 C 0.87 -2.92 -3.13  -0.01
14 H 1.25 -0.55 -5.34  0.10
15 H 2.26 -0.88 -3.94  0.06
16 H 1.72 0.76 -4.27  0.07
17 H -0.21 1.47 -5.19  0.08
18 H -0.02 2.45 -3.75  0.08
19 H -1.62 2.18 -4.44  0.08
20 H -3.77 1.22 -3.30  0.11
21 H -2.59 2.34 -2.63  0.07
22 H -3.53 1.32 -1.56  0.06
23 H -3.59 -2.16 -0.85  0.08
24 H -4.26 -1.04 -2.01  0.11
25 H -3.68 -0.43 -0.48  0.05
26 H -1.71 -3.96 -2.16  0.14
27 H -2.13 -3.28 -0.60  0.09
28 H -0.28 -3.80 0.16  0.05
29 H 1.40 -2.76 -4.06  0.08
30 H 0.25 -3.81 -3.24  0.09
31 H 1.60 -3.16 -2.36  0.04
32 C -1.33 -1.75 6.05  -0.05
33 C -1.50 -0.35 5.50  -0.26
34 O -0.50 -0.17 4.46  -0.33
35 P -0.24 1.26 3.85  -0.06
36 S -1.79 2.36 3.53  0.41
37 S 1.02 0.86 2.23  0.45
38 O 0.81 1.88 4.87  -0.33
39 C 1.18 3.28 4.83  -0.29
40 C 2.64 3.38 5.20  -0.06
41 H -2.08 -1.92 6.82  0.09
42 H -0.34 -1.87 6.49  0.09
43 H -1.45 -2.49 5.27  0.07
44 H -1.35 0.40 6.27  0.12
45 H -2.48 -0.20 5.05  0.10
46 H 0.54 3.80 5.54  0.12
47 H 0.98 3.68 3.84  0.09
48 H 2.82 2.97 6.19  0.08
49 H 2.94 4.43 5.20  0.08
50 H 3.25 2.84 4.48  0.07
51 O -4.54 -4.43 4.38  0.09
52 N -4.99 -3.33 4.14  -0.35
53 O -6.04 -2.89 4.56  0.10
54 C -4.17 -2.44 3.30  -0.12
55 C -4.62 -1.16 3.05  0.10
56 C -3.86 -0.31 2.27  -0.08
57 C -2.63 -0.74 1.76  -0.29
58 O -1.79 0.00 1.06  -0.24
59 C -2.21 -2.05 2.05  -0.21
60 C -2.97 -2.91 2.79  0.09
61 N -0.95 -2.42 1.46  -0.14
62 O 0.09 -1.84 2.24  -0.38
63 O -0.18 -3.87 -0.80  -0.13
64 N -4.39 1.01 1.95  -0.35
65 O -5.19 1.49 2.72  0.11
66 O -4.05 1.51 0.89  0.07
67 H -5.56 -0.81 3.46  0.14
68 H -2.65 -3.92 3.00  0.14
69 C -1.05 3.05 0.06  -0.03
70 N 0.22 2.92 -0.68  0.09
71 C 0.82 1.78 -0.94  -0.56
72 N 2.00 1.75 -1.57  0.25
73 O 0.27 0.66 -0.65  -0.26
74 H -1.68 3.76 -0.46  0.10
75 H -0.86 3.39 1.07  0.04
76 H -1.55 2.09 0.11  0.06
77 H 0.69 3.77 -0.94  0.16
78 H 2.51 2.59 -1.81  0.14
79 H 2.37 0.86 -1.87  0.09
80 C 5.46 -1.83 -3.67  -0.07
81 C 5.26 -0.67 -2.93  -0.08
82 C 4.48 -0.70 -1.79  -0.16
83 C 3.88 -1.89 -1.37  -0.36
84 C 4.10 -3.05 -2.10  -0.13
85 C 4.89 -3.02 -3.24  -0.06
86 Sb 2.74 -1.78 0.42  1.55
87 C 2.74 -3.72 1.26  -0.37
88 C 2.30 -4.82 0.53  -0.14
89 C 2.25 -6.07 1.14  -0.06
90 C 2.61 -6.21 2.47  -0.07
91 C 3.01 -5.11 3.21  -0.07
92 C 3.07 -3.86 2.61  -0.13
93 C 4.32 -0.86 1.50  -0.37
94 C 4.37 0.51 1.74  -0.17
95 C 5.49 1.08 2.32  -0.08
96 C 6.58 0.28 2.66  -0.07
97 C 6.54 -1.08 2.41  -0.06
98 C 5.42 -1.65 1.82  -0.12
99 H 6.07 -1.81 -4.56  0.11
100 H 5.74 0.25 -3.24  0.11
101 H 4.41 0.20 -1.18  0.08
102 H 3.68 -3.99 -1.77  0.09
103 H 5.06 -3.93 -3.79  0.11
104 H 1.97 -4.72 -0.49  0.08
105 H 1.92 -6.93 0.57  0.11
106 H 2.56 -7.18 2.94  0.11
107 H 3.28 -5.21 4.25  0.11
108 H 3.39 -3.00 3.19  0.10
109 H 3.52 1.14 1.49  0.03
110 H 5.52 2.14 2.51  0.11
111 H 7.45 0.73 3.12  0.11
112 H 7.39 -1.70 2.66  0.11
113 H 5.41 -2.72 1.62  0.10

Values from the calculation:
lowest unoccupied orbital energy (spin up / spin down) = -3.691 / -4.059 eV
2S+1 = 2
total charge = +1
ΔE to the lowest compared entry with this formula, charge and spin = 1.88 kcal/mol
Kohn-Sham gap (spin up / spin down) = 6.94 / 6.88 eV
HOMO level (spin up / spin down) = -10.63 / -10.94 eV